# 1
Below is C49H44N7O2P2PdS as an isolated structure, with properties calculated with ωB97M-V/def2-TZVPD.

Calculated values
* spin multiplicity: 5
* charge: +3
* energy relative to the best compared isomer or geometry (same formula, charge and spin): 61.5 kcal per mole

Geometry as XYZ:
```
106
Properties=species:S:1:pos:R:3:lowdin_spin:R:1
Pd -0.5306 -0.1913 0.8066 0.870
S -1.9961 -4.0705 2.4491 0.002
C -1.9797 -4.6120 0.7911 0.003
C -2.2260 -5.8826 0.2894 0.001
C -2.1490 -6.0686 -1.0765 0.001
C -1.8081 -5.0159 -1.9282 0.001
C -1.5460 -3.7567 -1.4352 0.010
C -1.6416 -3.5377 -0.0601 0.013
N -1.4004 -2.3660 0.6037 0.092
C -1.5487 -2.4843 1.8917 0.003
C -1.1678 -1.3987 2.8134 0.005
C -0.1579 -1.6985 3.7403 0.022
C 0.2695 -0.7856 4.6856 0.009
C -0.2734 0.4893 4.7056 0.015
C -1.3076 0.8022 3.8433 0.011
C -1.7953 -0.1261 2.9087 0.013
H -2.4615 -6.7013 0.9499 0.000
H -2.3402 -7.0449 -1.4924 0.000
H -1.7371 -5.1996 -2.9881 0.000
H -1.2384 -2.9526 -2.0910 0.006
H 0.2474 -2.7011 3.7348 0.001
H 1.0016 -1.0774 5.4202 0.000
H 0.0538 1.2123 5.4361 0.000
H -1.8239 1.7473 3.9289 0.000
C 0.1139 -0.2584 -3.3669 0.005
N 0.4504 0.1251 -1.9893 0.128
P -0.6000 1.2688 -1.1637 0.135
C 0.3148 2.8478 -0.8883 0.018
C 0.8427 2.8983 0.5168 0.030
C 2.1743 3.6778 0.6839 0.011
C 2.3041 4.7790 -0.3171 0.008
C 1.5397 4.8608 -1.4138 0.002
C 0.5851 3.8315 -1.7598 0.011
C -1.8045 1.9525 -2.3526 0.033
C -1.5137 2.3442 -3.6597 0.008
C -2.4290 3.1005 -4.3702 0.002
C -3.6286 3.4815 -3.7926 0.002
C -3.9095 3.1201 -2.4846 0.000
C -2.9985 2.3701 -1.7656 0.006
P 0.9246 -1.2712 -1.0085 0.402
C 2.0002 -2.1646 -2.2020 0.102
C 1.9564 -3.5499 -2.2892 0.015
C 2.8526 -4.2123 -3.1138 0.000
C 3.7962 -3.4931 -3.8303 0.010
C 3.8478 -2.1108 -3.7252 0.006
C 2.9470 -1.4365 -2.9224 0.028
C 2.1536 -0.9187 0.2792 0.366
C 3.2022 0.1339 0.1194 0.045
C 4.1497 0.4045 1.3031 0.015
C 3.5649 -0.0916 2.6288 0.079
C 2.7408 -1.3106 2.5903 0.338
C 2.0122 -1.6262 1.4762 0.035
H -0.9196 -0.0035 -3.6015 0.001
H 0.2398 -1.3357 -3.5072 0.002
H 0.7742 0.2457 -4.0755 0.002
H 0.0625 3.2584 1.1975 0.001
H 2.2462 4.0914 1.6917 0.002
H 3.0865 5.4976 -0.1275 0.001
H 1.6662 5.6686 -2.1180 0.000
H 0.1637 3.8488 -2.7530 0.001
H -0.5779 2.0852 -4.1278 0.000
H -2.1896 3.4033 -5.3767 0.000
H -4.3292 4.0761 -4.3554 0.000
H -4.8277 3.4430 -2.0231 0.000
H -3.1860 2.1235 -0.7276 0.002
H 1.2226 -4.1100 -1.7262 0.002
H 2.8091 -5.2873 -3.1973 0.000
H 4.4905 -4.0080 -4.4764 0.001
H 4.5874 -1.5479 -4.2754 0.001
H 2.9695 -0.3575 -2.8680 0.001
H 3.7920 -0.0671 -0.7768 0.008
H 5.1747 0.1192 1.0875 0.001
H 4.3240 -0.1744 3.4052 0.003
H 2.6934 -1.9144 3.4800 0.016
H 1.3566 -2.4914 1.4848 -0.001
C -5.7213 0.4181 2.9006 0.000
N -5.1505 0.0538 1.6186 0.001
C -5.9129 -0.1621 0.5177 0.000
C -5.3487 -0.4944 -0.6762 0.001
C -3.9349 -0.5861 -0.7404 0.002
N -3.1978 -0.3572 0.3706 0.016
C -3.7999 -0.0817 1.4953 0.002
O -3.1449 0.1342 2.6095 0.004
N -3.2584 -0.8876 -1.8359 0.000
H -6.8046 0.4527 2.8305 0.000
H -5.3557 1.3988 3.2066 0.000
H -5.4336 -0.3104 3.6590 0.000
H -6.9818 -0.0688 0.6415 0.000
H -5.9633 -0.6752 -1.5436 0.000
H -3.7137 -1.0784 -2.7138 0.000
H -2.2576 -0.9965 -1.7308 0.000
N 5.5608 2.3694 3.4137 0.001
C 5.0100 2.7325 2.2512 0.004
O 5.3566 3.7012 1.6145 0.004
C 3.8552 1.8805 1.7091 0.025
C 2.8253 1.3001 2.7333 0.105
C 1.4507 1.3247 2.1853 0.562
N 1.2318 1.5194 0.8025 0.240
C 2.4278 1.4253 -0.0659 0.027
C 3.2473 2.5731 0.4810 0.011
H 6.3473 2.9099 3.7433 0.000
H 5.2967 1.5542 3.9364 0.000
H 2.8316 1.7241 3.7359 0.004
H 0.7068 1.8510 2.7742 0.024
H 2.1159 1.5663 -1.0995 0.000
H 4.0547 2.9133 -0.1658 0.002
```

---

# 2
Below is C49H45BaN14O3 as an isolated structure, with properties calculated with ωB97M-V/def2-TZVPD.

Calculated values
* charge: +1
* energy relative to the best compared isomer or geometry (same formula, charge and spin): 3.2 kcal per mole

Geometry as XYZ:
```
112
Properties=species:S:1:pos:R:3:mulliken_charge:R:1
Ba 0.0020 -0.9068 -0.5348 1.590
C -4.4626 0.6404 1.3574 -0.593
C -3.6507 0.6073 0.2306 -0.109
N -2.4135 1.0872 0.2368 0.018
C -1.9878 1.6462 1.3747 0.676
C -2.7888 1.6154 2.5169 -0.701
N -4.0157 1.1095 2.5140 -0.533
C -0.6563 2.3153 1.3936 -0.411
C -0.4665 3.4240 2.2072 -0.768
C 0.7638 4.0732 2.2163 0.682
C 1.7417 3.5754 1.3650 -1.018
C 1.4679 2.4758 0.5606 -0.147
N 0.2950 1.8377 0.5864 0.238
C 2.5260 1.9715 -0.3582 0.147
C 3.3915 2.8567 -0.9953 -0.926
N 4.3788 2.4444 -1.7835 -0.600
C 4.5218 1.1340 -1.9114 -0.813
C 3.6499 0.2392 -1.3008 0.040
N 2.6378 0.6541 -0.5496 0.170
C 1.0130 5.2446 3.0897 0.705
C 0.3193 5.4193 4.2827 -0.608
C 0.5902 6.5323 5.0649 -0.386
N 1.4820 7.4619 4.7406 -0.600
C 2.1444 7.2937 3.6012 -0.378
C 1.9512 6.2149 2.7515 -0.607
H -5.4723 0.2486 1.3251 0.430
H -4.0143 0.1541 -0.6850 0.388
H -2.4142 1.9827 3.4650 0.541
H -1.2902 3.8074 2.7916 0.936
H 2.7335 4.0034 1.3478 0.889
H 3.2663 3.9276 -0.8855 0.623
H 5.3374 0.7661 -2.5211 0.598
H 3.7829 -0.8281 -1.4227 0.501
H -0.4022 4.6973 4.6403 0.459
H 0.0614 6.6744 6.0005 0.374
H 2.8672 8.0594 3.3438 0.374
H 2.5150 6.1678 1.8298 0.431
C 8.3738 1.4987 -2.0726 -0.937
O 7.5507 0.9770 -1.0420 -0.426
C 7.3842 -0.3715 -0.9905 0.464
C 7.8678 -1.2622 -1.9413 -0.586
C 7.6595 -2.6255 -1.7568 -0.578
C 6.9354 -3.1006 -0.6760 0.026
C 6.4600 -2.2009 0.2800 -0.026
C 6.6875 -0.8491 0.1197 -0.360
N 6.8743 -4.5407 -0.5708 -0.264
N 5.8533 -5.1736 -0.2714 -0.680
C 4.6028 -4.4934 -0.0150 -0.065
C 4.0498 -4.5348 1.2338 -0.467
C 2.8681 -3.8372 1.5320 -0.800
C 2.1760 -3.1347 0.5548 0.522
O 1.0971 -2.4460 0.7742 -0.740
C 2.6992 -3.1924 -0.7898 -0.425
N 1.9866 -2.5568 -1.7658 0.424
C 2.4464 -2.5804 -2.9944 -0.109
C 3.6381 -3.2228 -3.3748 -1.334
C 4.3706 -3.8576 -2.4123 -0.624
C 3.9145 -3.8610 -1.0740 0.789
H 8.3955 2.5741 -1.9260 0.251
H 7.9673 1.2799 -3.0640 0.345
H 9.3879 1.0986 -2.0053 0.413
H 8.4372 -0.9238 -2.7945 0.475
H 8.0785 -3.3382 -2.4559 0.459
H 5.9405 -2.5466 1.1601 0.493
H 6.3547 -0.1384 0.8657 0.476
H 4.5640 -5.0722 2.0220 0.431
H 2.4798 -3.8357 2.5420 0.524
H 1.8676 -2.0504 -3.7484 0.346
H 3.9556 -3.2058 -4.4080 0.450
H 5.2904 -4.3697 -2.6643 0.598
N -0.9465 0.7914 -2.8041 -0.151
C -1.3414 0.1305 -4.0514 -0.713
C -2.0422 -1.1900 -3.7860 -0.543
N -1.1837 -2.1185 -3.0373 -0.289
H -1.7592 1.1017 -2.2771 0.087
H -0.4089 1.6291 -2.9971 0.171
H -0.4356 -0.0536 -4.6361 0.367
H -1.9947 0.7462 -4.6780 0.376
H -2.3786 -1.5982 -4.7441 0.377
H -2.9452 -1.0125 -3.1928 0.273
H -0.3634 -2.3533 -3.5890 0.083
H -1.6673 -2.9996 -2.9009 0.193
C -1.1080 -7.6519 3.3400 -1.418
C -2.1516 -6.6606 3.7737 0.790
C -3.5086 -6.9414 3.6619 -0.793
C -4.4687 -6.0100 4.0298 -0.370
C -4.0853 -4.7780 4.5407 0.127
N -5.0904 -3.8386 4.9003 -0.081
C -5.0520 -2.4729 4.7849 0.164
O -5.7562 -1.7416 5.4480 -0.672
N -4.1960 -1.9391 3.8218 0.021
C -3.8403 -2.4829 2.5838 0.092
C -4.5447 -3.4943 1.9404 -0.367
C -4.0866 -3.9445 0.7142 -1.066
C -2.9661 -3.3593 0.1507 -0.480
N -2.2907 -2.3787 0.7504 0.594
C -2.7119 -1.9744 1.9433 -0.789
C -2.7321 -4.4978 4.6996 -0.120
C -1.7843 -5.4255 4.3024 -0.751
H -1.5422 -8.6370 3.1739 0.362
H -0.3239 -7.7532 4.0911 0.370
H -0.6294 -7.3375 2.4103 0.268
H -3.8252 -7.9020 3.2735 0.327
H -5.5224 -6.2367 3.9158 0.403
H -5.8275 -4.1409 5.5186 0.272
H -4.1786 -0.9292 3.8893 0.220
H -5.4304 -3.9223 2.3907 0.645
H -4.6008 -4.7415 0.1948 0.458
H -2.5861 -3.6999 -0.8053 0.349
H -2.1246 -1.2073 2.4425 0.633
H -2.4250 -3.5568 5.1348 0.500
H -0.7330 -5.1900 4.4231 0.410
```

---

# 3
Below is C49H45ClP3Tc as an isolated structure, with properties calculated with ωB97M-V/def2-TZVPD.

Calculated values
* spin multiplicity: 4
* charge: +3

Geometry as XYZ:
```
99
Properties=species:S:1:pos:R:3:lowdin_spin:R:1
Tc -0.3654 -0.1963 0.1129 1.533
Cl -2.3229 0.1359 -1.1898 0.169
P -0.5375 1.8164 1.2420 0.056
P 0.7277 -1.4667 -1.5263 0.071
C -1.7812 1.6700 2.5895 0.073
C -1.2974 3.2519 0.4030 0.007
C 0.8941 2.5719 2.0934 0.001
C 2.4262 -2.1357 -1.2750 0.012
C -0.2603 -3.0019 -1.7879 0.025
C 0.8231 -0.9160 -3.2705 0.011
C -1.4884 1.9641 3.9264 0.034
C -2.4822 1.8442 4.8989 0.002
C -3.7703 1.4421 4.5465 0.019
C -4.0737 1.1766 3.2101 0.014
C -3.0902 1.3045 2.2332 0.012
H -0.4858 2.2849 4.2097 0.000
H -2.2357 2.0666 5.9391 0.000
H -4.5364 1.3345 5.3175 0.000
H -5.0799 0.8645 2.9290 0.000
H -3.3325 1.1222 1.1843 0.001
C 1.7708 1.7436 2.8213 -0.001
C 2.8483 2.3005 3.5117 0.000
C 3.0733 3.6804 3.4773 0.000
C 2.2205 4.5019 2.7347 0.000
C 1.1514 3.9506 2.0253 0.000
H 1.6098 0.6652 2.8431 -0.001
H 3.5116 1.6528 4.0841 0.000
H 3.9096 4.1163 4.0261 0.000
H 2.3807 5.5795 2.7002 0.000
H 0.5026 4.5914 1.4285 0.000
C -2.1862 4.1118 1.0686 0.002
C -2.7893 5.1701 0.3892 0.001
C -2.4653 5.4112 -0.9486 0.000
C -1.5308 4.5966 -1.5958 0.001
C -0.9418 3.5229 -0.9275 0.000
H -2.4271 3.9429 2.1187 0.001
H -3.5052 5.8006 0.9179 0.000
H -2.9348 6.2438 -1.4742 0.000
H -1.2539 4.7993 -2.6300 0.000
H -0.2132 2.8935 -1.4377 0.000
C -1.3740 -2.9854 -2.6481 0.015
C -2.1749 -4.1179 -2.7841 0.001
C -1.9071 -5.2555 -2.0170 0.019
C -0.7913 -5.2837 -1.1759 0.001
C 0.0499 -4.1769 -1.0875 0.015
H -1.6027 -2.0903 -3.2319 0.002
H -3.0071 -4.1034 -3.4919 0.000
H -2.5612 -6.1266 -2.0852 0.001
H -0.5672 -6.1795 -0.5958 0.000
H 0.9561 -4.2234 -0.4810 0.001
C 3.0202 -2.0002 -0.0061 0.002
C 4.2221 -2.6392 0.2856 0.001
C 4.9232 -3.3209 -0.7135 0.000
C 4.3884 -3.3785 -2.0037 0.002
C 3.1509 -2.7923 -2.2823 0.002
H 2.5334 -1.4040 0.7632 0.000
H 4.6103 -2.5951 1.3027 0.000
H 5.8805 -3.7950 -0.4922 0.000
H 4.9230 -3.8853 -2.8073 0.000
H 2.7606 -2.8506 -3.2937 0.000
C 0.9346 -1.8247 -4.3370 0.002
C 1.0560 -1.3678 -5.6509 0.001
C 0.9950 0.0027 -5.9182 0.000
C 0.8348 0.9096 -4.8644 0.001
C 0.7814 0.4617 -3.5422 0.001
H 0.9385 -2.9011 -4.1524 0.000
H 1.1931 -2.0939 -6.4534 0.000
H 1.0746 0.3577 -6.9467 0.000
H 0.7586 1.9781 -5.0662 0.000
H 0.6963 1.1731 -2.7185 0.000
H 0.8514 -0.5098 1.1097 -0.003
H 0.8163 0.9548 -0.0908 -0.025
C -2.6284 -2.5251 0.8795 -0.007
P -1.1839 -1.8281 1.7576 0.015
C -1.7190 -1.6640 3.5158 0.153
C -2.9892 -2.0724 3.9417 0.001
C -3.2790 -2.1790 5.3053 0.209
C -2.3191 -1.8557 6.2657 0.140
C -1.0606 -1.4124 5.8501 0.011
C -0.7723 -1.3019 4.4898 0.218
C -0.1098 -3.2986 2.1077 0.062
C 1.1923 -3.0394 2.5560 0.039
C 2.0347 -4.0833 2.9251 -0.001
C 1.5791 -5.4011 2.8790 0.045
C 0.2664 -5.6623 2.4830 0.015
C -0.5818 -4.6180 2.1061 0.012
H -3.3622 -1.7130 0.7431 0.000
H -3.0555 -3.3486 1.4674 -0.001
H -2.3020 -2.8790 -0.1127 -0.001
H -3.7580 -2.3031 3.2073 -0.003
H -4.2717 -2.5061 5.6159 0.007
H -2.5512 -1.9332 7.3308 0.004
H -0.3075 -1.1369 6.5919 -0.002
H 0.2074 -0.9266 4.1903 0.004
H 1.5594 -2.0156 2.6214 -0.001
H 3.0559 -3.8654 3.2354 -0.001
H 2.2514 -6.2220 3.1290 0.002
H -0.1001 -6.6878 2.4458 0.000
H -1.6061 -4.8298 1.8031 0.000
```

---

# 4
Below is C49H45FN4P2STi as an isolated structure, with properties calculated with ωB97M-V/def2-TZVPD.

Calculated values
* charge: +2
* energy relative to the best compared isomer or geometry (same formula, charge and spin): 64.5 kcal per mole

Geometry as XYZ:
```
103
Properties=species:S:1:pos:R:3:mulliken_charge:R:1
Ti -0.5677 0.3142 0.4380 -1.580
C -1.5277 3.6439 3.3967 -1.627
C -1.5790 2.5774 2.3587 0.180
N -0.6263 1.7489 2.1462 1.301
N 0.4154 1.7409 3.0747 -0.703
C 0.8687 0.4870 3.3342 0.244
N 1.9517 0.3740 4.0842 -0.175
S 0.0162 -0.8643 2.7565 -0.125
C -2.7935 2.2580 1.5885 0.641
C -3.9062 3.0732 1.5912 -1.157
C -5.0971 2.5973 1.0520 -1.023
C -5.1193 1.3079 0.5703 -1.363
C -3.9373 0.5731 0.5588 -0.129
N -2.7759 1.0291 1.0184 0.618
H -1.1851 3.2135 4.3385 0.354
H -2.4908 4.1135 3.5593 0.510
H -0.8109 4.4150 3.1068 0.340
H 1.0934 2.4869 2.9652 0.344
H 2.4195 1.1711 4.4883 0.231
H 2.2757 -0.5461 4.3340 0.282
H -3.8591 4.0632 2.0184 0.489
H -5.9829 3.2171 1.0419 0.476
H -6.0219 0.8569 0.1837 0.562
H -3.9409 -0.4211 0.1384 0.347
C 0.6212 -3.5971 -1.0709 -0.607
C -0.8900 -3.6050 -0.9226 -1.878
P -1.6979 -2.2439 0.0249 2.951
C -1.9878 -2.9590 1.6691 -0.444
C -1.2114 -4.0088 2.1503 -0.452
C -1.4031 -4.4898 3.4391 -0.852
C -2.3719 -3.9299 4.2552 -0.747
C -3.1472 -2.8759 3.7862 -0.888
C -2.9479 -2.3868 2.5079 -0.074
C -3.3106 -2.3084 -0.8346 -0.527
C -3.3727 -1.7386 -2.1077 -0.126
C -4.5459 -1.7835 -2.8416 -0.773
C -5.6724 -2.4000 -2.3099 -0.647
C -5.6113 -2.9877 -1.0556 -0.930
C -4.4337 -2.9487 -0.3187 -0.161
C 1.0769 -2.4402 -1.9574 -1.344
P 1.4728 -0.9305 -0.9964 2.291
C 1.9524 0.2286 -2.2920 0.053
C 3.1427 0.8128 -2.4490 -0.269
C 3.3195 1.9426 -3.3713 -0.769
C 2.3308 2.4283 -4.1225 -1.459
C 0.9629 1.8192 -4.1380 0.118
C 0.7693 0.8042 -2.9897 -1.157
C 3.0151 -1.4656 -0.1872 0.879
C 3.1644 -1.5186 1.1926 0.398
C 4.3423 -1.9883 1.7571 -0.535
C 5.3892 -2.3998 0.9471 -0.772
C 5.2500 -2.3549 -0.4335 -1.003
C 4.0683 -1.9015 -0.9973 -0.920
H 0.9191 -4.5401 -1.5318 0.570
H 1.1225 -3.5673 -0.0977 0.162
H -1.2579 -4.5294 -0.4719 0.868
H -1.3416 -3.5595 -1.9154 0.729
H -0.4451 -4.4642 1.5367 0.297
H -0.7956 -5.3090 3.7989 0.474
H -2.5269 -4.3135 5.2544 0.437
H -3.9056 -2.4358 4.4198 0.479
H -3.5479 -1.5530 2.1619 0.353
H -2.4983 -1.2543 -2.5309 0.316
H -4.5807 -1.3454 -3.8304 0.500
H -6.5902 -2.4361 -2.8810 0.448
H -6.4779 -3.4918 -0.6494 0.472
H -4.3983 -3.4257 0.6511 0.460
H 0.3100 -2.1989 -2.6983 0.636
H 1.9770 -2.7006 -2.5148 0.766
H 3.9993 0.5125 -1.8603 0.499
H 4.3025 2.3924 -3.4224 0.497
H 2.5172 3.2624 -4.7890 0.439
H 0.7219 1.4664 -5.1436 0.596
H 0.0275 0.0478 -3.2643 0.186
H 2.3510 -1.1988 1.8238 -0.697
H 4.4460 -2.0376 2.8337 0.435
H 6.3079 -2.7630 1.3877 0.438
H 6.0592 -2.6802 -1.0733 0.482
H 3.9770 -1.8792 -2.0755 0.442
F -1.7482 2.8606 -5.2168 -0.355
C -1.5086 2.4151 -3.9838 -0.320
C -0.1503 2.6922 -3.4739 0.109
C 0.0936 1.9107 -2.1501 -0.055
C -1.0333 1.3902 -1.2919 0.858
C -2.2340 1.3507 -1.9265 0.342
C -2.4697 1.8034 -3.2890 -1.329
H 0.0312 3.7704 -3.4664 0.691
H 0.8523 2.4296 -1.5713 0.406
H -3.1113 0.9334 -1.4547 0.770
H -3.4474 1.6790 -3.7357 0.551
C 1.2634 1.2329 0.5125 -0.081
C 2.3461 1.7861 0.5731 1.208
C 3.6076 2.4642 0.6135 -0.187
C 3.6556 3.8596 0.5540 -0.499
C 4.8762 4.5131 0.5676 -0.841
C 6.0550 3.7835 0.6431 -0.515
C 6.0140 2.3963 0.7001 -0.910
C 4.7983 1.7339 0.6823 0.374
H 2.7331 4.4219 0.4808 0.506
H 4.9101 5.5929 0.5161 0.432
H 7.0071 4.2965 0.6533 0.425
H 6.9340 1.8297 0.7532 0.460
H 4.7607 0.6522 0.7159 0.273
```

---

For each record above, in turn, the calculated E_tot values are -98918.1173, -79239.3878, -94103.3068, -112734.2993 eV.